1.
This record from OMol25 describes C4H5NO2 in the gas phase. The level of theory is ωB97M-V with the def2-TZVPD basis set.

Summary:
**Gap between HOMO and LUMO**: 0.3599 Ha
**HOMO level**: -9.89 eV
**Structure (SMILES)**: O=CC(=O)N1CC1
**Energy above the lowest of the compared OMol25 structures with the same formula, charge and spin**: 202.41 kJ/mol

The geometry in ORCA input format:
```
! wB97M-V def2-TZVPD RIJCOSX def2/J DEFGRID3
* xyz 0 1
O 1.7734 1.5833 0.6335
C 2.0405 0.4287 0.4078
C 0.9939 -0.6082 0.0142
O 1.3140 -1.7165 -0.3723
N -0.2787 -0.2292 0.2310
C -1.4837 -0.6794 -0.3545
C -1.2406 0.7901 0.0170
H 3.0531 -0.0058 0.4437
H -2.0155 -1.3731 0.2652
H -1.4629 -0.9186 -1.4201
H -1.0266 1.4997 -0.7845
H -1.6667 1.2290 0.9189
*
```

***

2.
This record from OMol25 describes C4H5NO2 in the gas phase. The level of theory is ωB97M-V with the def2-TZVPD basis set.

Summary:
**Gap between HOMO and LUMO**: 0.3896 Ha
**HOMO level**: -9.94 eV
**Structure (SMILES)**: O=C[C@H]1CN=CO1
**Energy above the lowest of the compared OMol25 structures with the same formula, charge and spin**: 121.52 kJ/mol

The geometry in ORCA input format:
```
! wB97M-V def2-TZVPD RIJCOSX def2/J DEFGRID3
* xyz 0 1
O 1.3548 1.9754 0.7027
C 1.2888 1.0652 -0.0837
C 0.6190 -0.2644 0.2441
C -0.7542 -0.1320 0.9067
N -1.6890 -0.1828 -0.2213
C -1.0150 -0.6646 -1.1790
O 0.3119 -0.9213 -0.9996
H 1.7336 1.1242 -1.1008
H 1.3087 -0.8707 0.8366
H -0.9491 -0.9978 1.5551
H -0.8178 0.7783 1.5078
H -1.3918 -0.9095 -2.1686
*
```

***

3.
This record from OMol25 describes C4H5NO2 in the gas phase. The level of theory is ωB97M-V with the def2-TZVPD basis set.

Summary:
**Gap between HOMO and LUMO (alpha / beta)**: 0.2521 / 0.2765 Ha
**HOMO level (alpha / beta)**: -7.48 / -7.69 eV
**Energy above the lowest of the compared OMol25 structures with the same formula, charge and spin**: 476.88 kJ/mol

The geometry in ORCA input format:
```
! wB97M-V def2-TZVPD RIJCOSX def2/J DEFGRID3
* xyz 0 1
O 1.2183 1.5294 0.5963
C 1.7862 0.4241 0.2961
C 0.9772 -0.7048 -0.0876
O 1.2577 -1.8312 -0.4980
N -0.3467 -0.3024 0.1450
C -1.4222 -0.8940 -0.3958
C -0.6385 1.0487 0.2666
H 2.8832 0.3265 0.3304
H -2.4506 -0.8093 -0.0584
H -1.1790 -1.6900 -1.0680
H -0.7982 1.6457 -0.6328
H -1.2667 1.2878 1.1230
*
```

***

4.
This record from OMol25 describes a molecular structure, C4H5NO2S. The level of theory is ωB97M-V with the def2-TZVPD basis set.

Summary:
**Gap between HOMO and LUMO**: 0.3024 Ha
**HOMO level**: -8.45 eV
**Energy above the lowest of the compared OMol25 structures with the same formula, charge and spin**: 343.69 kJ/mol

The geometry in ORCA input format:
```
! wB97M-V def2-TZVPD RIJCOSX def2/J DEFGRID3
* xyz 0 1
C -0.6370 0.1655 0.8759
C 0.2920 -1.4959 -0.4215
C 0.6556 -0.1993 0.2058
C 1.1518 0.8281 -0.8194
N -1.0030 1.3000 1.2011
O 0.6855 -2.2300 -1.2447
O -2.8216 -1.1712 0.0407
S -1.6211 -1.4711 0.8287
H 1.4327 -0.3669 0.9632
H 1.8651 0.3642 -1.4955
H 1.6341 1.6586 -0.3154
H 0.3080 1.2058 -1.3890
H -1.9422 1.4123 1.5701
*
```

***

5.
This record from OMol25 describes C4H5NO2S in the gas phase. The level of theory is ωB97M-V with the def2-TZVPD basis set.

Summary:
**Gap between HOMO and LUMO**: 0.3150 Ha
**HOMO level**: -8.98 eV
**Structure (SMILES)**: O/N=C\[C@@H]1OCC1=S
**Energy above the lowest of the compared OMol25 structures with the same formula, charge and spin**: 468.00 kJ/mol

The geometry in ORCA input format:
```
! wB97M-V def2-TZVPD RIJCOSX def2/J DEFGRID3
* xyz 0 1
O 0.8620 1.6778 -0.1010
N -0.4074 1.9633 -0.4800
C -1.2552 1.0224 -0.2802
C -0.8666 -0.2904 0.2997
O 0.1166 -0.2397 1.3349
C 1.0155 -1.0976 0.5984
C 0.0466 -1.1397 -0.5539
S -0.1362 -1.9180 -1.9338
H 1.3600 2.4428 -0.4529
H -2.2139 1.1091 -0.6502
H -1.7017 -0.9457 0.5857
H 1.2216 -1.9583 1.2394
H 1.9587 -0.6260 0.3939
*
```

***

6.
This record from OMol25 describes a molecular structure, C4H5NO2S. The level of theory is ωB97M-V with the def2-TZVPD basis set.

Summary:
**Gap between HOMO and LUMO**: 0.3131 Ha
**HOMO level**: -9.15 eV
**Energy above the lowest of the compared OMol25 structures with the same formula, charge and spin**: 608.03 kJ/mol

The geometry in ORCA input format:
```
! wB97M-V def2-TZVPD RIJCOSX def2/J DEFGRID3
* xyz 0 1
C -1.0855 0.8316 0.0643
C -0.5903 -0.6953 -0.1078
C 1.0333 -0.6175 -0.4473
C 1.6223 -0.8414 0.9074
H -3.0336 0.8481 0.6600
H -1.3431 0.9370 -1.1282
H -0.0098 1.5824 0.2329
H 1.3781 -1.5650 -0.9023
H 2.1376 0.5967 -1.5242
N 2.2086 -0.7897 1.9413
O -2.0266 1.0860 1.3232
O 1.3045 0.5289 -1.0620
S -1.5956 -1.9018 0.0427
*
```

***

7.
This record from OMol25 describes C4H5NO2S in the gas phase. The level of theory is ωB97M-V with the def2-TZVPD basis set.

Summary:
**Gap between HOMO and LUMO**: 0.3007 Ha
**HOMO level**: -8.36 eV
**Structure (SMILES)**: O=CCC(=S)NC=O
**Energy above the lowest of the compared OMol25 structures with the same formula, charge and spin**: 269.90 kJ/mol

The geometry in ORCA input format:
```
! wB97M-V def2-TZVPD RIJCOSX def2/J DEFGRID3
* xyz 0 1
O 1.6927 1.0571 -0.0352
C 1.9141 -0.1923 -0.0009
C 0.7994 -1.2690 0.0416
C -0.6617 -0.6962 -0.0881
S -1.8316 -1.7145 -0.0560
N -0.6097 0.7463 -0.1375
C -1.8057 1.5553 -0.0762
O -2.8661 1.0605 0.1708
H 2.9406 -0.5703 0.2517
H 0.9905 -1.9648 -0.7686
H 0.9052 -1.7743 0.9389
H 0.2759 1.1858 0.1485
H -1.7437 2.5764 -0.3891
*
```

***

8.
This record from OMol25 describes C4H5NO3 in the gas phase. The level of theory is ωB97M-V with the def2-TZVPD basis set.

Summary:
**Gap between HOMO and LUMO**: 0.3303 Ha
**HOMO level**: -9.57 eV
**Structure (SMILES)**: CC(=O)C(=O)C(N)=O
**Energy above the lowest of the compared OMol25 structures with the same formula, charge and spin**: 110.84 kJ/mol

The geometry in ORCA input format:
```
! wB97M-V def2-TZVPD RIJCOSX def2/J DEFGRID3
* xyz 0 1
C 1.9353 0.0980 -0.7023
C 1.0203 0.6745 0.3390
O 1.3569 0.9770 1.4852
C -0.4038 0.8314 -0.0621
O -1.0973 1.8158 0.0306
C -1.0513 -0.6610 0.0360
N -2.2736 -0.6871 0.6342
O -0.5461 -1.6003 -0.5466
H 2.9025 0.6045 -0.6431
H 2.0896 -0.9669 -0.5193
H 1.5410 0.2633 -1.7078
H -2.6004 0.1459 1.1175
H -2.8731 -1.4950 0.5387
*
```